80
Properties=species:S:1:pos:R:3:mulliken_charge:R:1 method="wB97M-V/def2-TZVPD" s2=3.77 total_energy_ha=-2673.27017 multiplicity=4 gap_ev="7.200 / 7.198" e_homo_ev="-7.702 / -7.718"
Tc 0.52785 0.89358 -0.49547 0.48
O -1.49885 4.36198 0.01663 -0.63
C -0.84575 3.40318 -0.32297 0.61
O -0.48285 2.40208 0.37763 -0.24
C -0.31045 3.26848 -1.83237 0.37
O -0.74865 3.98868 -2.70017 -0.66
O 0.53025 2.32518 -1.92547 -0.58
N -0.26635 -0.46702 0.67463 -0.01
P -1.79865 -0.68172 0.88863 2.25
C -2.60135 -1.15992 -0.68727 0.39
C -3.09855 -2.43772 -0.91477 -0.91
C -3.53645 -2.79672 -2.17817 -0.80
C -3.44605 -1.89752 -3.22827 -0.70
C -2.92095 -0.63132 -3.01627 -1.03
C -2.50115 -0.26532 -1.75187 -0.23
C -2.72115 0.73998 1.56173 0.45
C -3.63995 1.49568 0.84493 -0.08
C -4.06545 2.71388 1.34673 -0.73
C -3.60675 3.16448 2.57273 -0.44
C -2.73255 2.38568 3.31503 -0.64
C -2.27885 1.18488 2.80533 -0.89
C -2.05515 -2.02822 2.06893 -0.21
C -3.31785 -2.33932 2.55093 -0.41
C -3.46005 -3.34852 3.48623 -0.74
C -2.34405 -4.03032 3.94603 -0.49
C -1.08315 -3.71682 3.46323 -0.55
C -0.93835 -2.71102 2.52493 -0.50
H -3.15795 -3.13772 -0.09227 0.40
H -3.96415 -3.77522 -2.34717 0.44
H -3.76385 -2.18952 -4.21827 0.42
H -2.86165 0.07458 -3.83267 0.51
H -2.09015 0.72668 -1.57717 0.61
H -4.02075 1.14008 -0.10287 0.46
H -4.73285 3.33458 0.76793 0.41
H -3.91885 4.13018 2.94273 0.39
H -2.38245 2.73858 4.27593 0.40
H -1.55935 0.58348 3.34943 0.35
H -4.17485 -1.78862 2.18723 0.45
H -4.43975 -3.58992 3.87083 0.41
H -2.45665 -4.81122 4.68373 0.40
H -0.21315 -4.24162 3.83013 0.42
H 0.02545 -2.42192 2.13033 0.28
N -0.49825 -3.40322 -4.59537 -0.44
C 0.08995 -2.53572 -3.73667 1.22
C 0.36405 -1.20982 -4.09827 -1.09
C 0.77955 -0.31572 -3.14307 -0.83
N 0.93375 -0.63172 -1.84807 1.10
C 0.82105 -1.93172 -1.53487 -0.58
C 0.41265 -2.89582 -2.42117 -0.81
H -0.59765 -3.13742 -5.55787 0.21
H -0.53145 -4.38082 -4.36737 0.21
H 0.22445 -0.87982 -5.11487 0.39
H 0.98045 0.71168 -3.40657 0.71
H 1.02805 -2.17842 -0.50567 0.38
H 0.31525 -3.91992 -2.10077 0.38
C 5.97955 2.69078 0.08013 -0.96
N 5.11715 2.28658 -1.00567 -0.02
C 4.68515 1.03218 -1.25137 0.29
S 3.89955 0.73688 -2.68797 -0.45
N 4.99155 0.06078 -0.37497 -0.13
C 4.33245 -1.22232 -0.40197 -0.96
H 6.15675 3.76088 0.00303 0.34
H 6.94475 2.17098 0.04013 0.31
H 5.51015 2.49978 1.05033 0.25
H 4.92835 2.94938 -1.74117 0.26
H 5.32385 0.34958 0.53473 0.29
H 3.99895 -1.41002 -1.42007 0.35
H 3.45705 -1.21332 0.25143 0.10
H 5.04025 -1.99272 -0.09827 0.39
C 1.65575 1.40968 2.76123 -1.22
C 2.56205 1.72488 1.56603 0.84
C 2.48305 3.21208 1.18103 -1.42
O 2.28395 0.89718 0.48153 -0.48
H 2.03945 1.86808 3.66773 0.56
H 1.60065 0.33158 2.88933 0.25
H 0.65575 1.78218 2.56023 -0.07
H 3.60575 1.48738 1.84973 0.30
H 2.86415 3.33808 0.16733 0.28
H 3.06675 3.82798 1.86223 0.42
H 1.44775 3.54128 1.20693 0.19

94
Properties=species:S:1:pos:R:3:mulliken_charge:R:1 method="wB97M-V/def2-TZVPD" total_energy_ha=-7053.86467 total_charge=+2 gap_ev=8.011 e_homo_ev=-13.512
In -0.27035 -0.02651 0.42820 1.63
C -4.02207 -1.53328 2.95608 -1.79
C -2.87828 -1.21665 2.04493 0.37
N -1.81409 -0.59349 2.34634 0.65
N -1.54357 -0.15032 3.60388 -0.50
C -0.23556 -0.27333 4.00205 0.09
N 0.02329 0.10162 5.25377 -0.36
S 0.93078 -0.87962 2.97241 -0.19
C -2.88702 -1.75492 0.65544 0.74
C -3.98186 -2.43216 0.16530 -0.82
C -3.90878 -3.05338 -1.08043 -0.74
C -2.72562 -2.99770 -1.77856 -1.45
C -1.66836 -2.27938 -1.23570 -0.20
N -1.74363 -1.65760 -0.06128 0.25
H -3.86188 -1.20094 3.97832 0.42
H -4.18847 -2.61040 2.98273 0.47
H -4.94194 -1.06852 2.59666 0.40
H -2.27904 -0.12832 4.29662 0.26
H -0.67676 0.47906 5.87148 0.19
H 0.96715 0.02404 5.59369 0.23
H -4.88773 -2.49683 0.74947 0.53
H -4.76650 -3.57904 -1.47767 0.48
H -2.60204 -3.47334 -2.74060 0.59
H -0.74096 -2.19089 -1.77909 0.86
F -1.65419 2.66350 -4.46071 -0.20
C -0.92472 2.59022 -3.36652 0.25
F 0.19431 3.28896 -3.51587 -0.18
F -1.61327 3.12456 -2.34313 -0.18
S -0.56451 0.83327 -2.94948 1.12
O -1.82954 0.16504 -2.86038 -0.70
O 0.16305 0.95127 -1.67173 -0.12
N 0.34995 0.52496 -4.16484 -0.70
S 1.09295 -0.86933 -4.33240 1.14
O 0.75314 -1.79292 -3.27365 -0.50
O 2.46585 -0.68619 -4.67400 -0.73
C 0.27423 -1.55906 -5.83833 0.39
F 0.60054 -2.84614 -5.92821 -0.20
F -1.04477 -1.45247 -5.72074 -0.20
F 0.67976 -0.92020 -6.92021 -0.19
C -1.82839 4.22204 0.44304 -1.03
As -2.85054 2.61216 0.51797 0.47
C -4.30828 2.71039 -0.71934 -1.15
C -3.59693 2.52484 2.28294 -1.09
O -2.00188 1.20624 0.21230 -0.15
H -2.52040 5.05750 0.55280 0.57
H -1.30683 4.28408 -0.50857 0.12
H -1.09391 4.22336 1.24489 0.38
H -5.16362 3.18208 -0.23796 0.46
H -4.55863 1.69527 -1.02206 0.32
H -4.01558 3.28663 -1.59302 0.34
H -4.18894 3.42028 2.46926 0.53
H -2.78628 2.46938 3.00766 0.26
H -4.23844 1.64859 2.36283 0.25
O 1.65156 -0.95276 -0.12273 -0.17
S 1.91102 -2.46796 -0.35170 -0.03
C 3.21494 -2.57679 -1.54767 0.67
C 4.31709 -1.73640 -1.49692 0.05
C 5.32527 -1.90562 -2.42919 -0.96
C 5.23028 -2.91295 -3.38332 -0.59
C 4.12781 -3.75200 -3.41315 -0.72
C 3.10322 -3.58273 -2.49363 -0.37
C 2.79062 -3.02012 1.09038 0.92
C 2.60233 -4.34364 1.45820 -0.49
C 3.32349 -4.84997 2.53046 -0.79
C 4.20626 -4.03073 3.21824 -0.60
C 4.37099 -2.70094 2.84670 -0.85
C 3.66238 -2.18541 1.77551 -0.05
H 4.39284 -0.97214 -0.73407 0.38
H 6.19536 -1.26269 -2.40774 0.47
H 6.02344 -3.04176 -4.10726 0.45
H 4.05504 -4.52933 -4.16117 0.47
H 2.22175 -4.20994 -2.52790 0.36
H 1.90886 -4.97356 0.91409 0.46
H 3.19308 -5.88162 2.82688 0.46
H 4.76756 -4.42795 4.05322 0.44
H 5.05339 -2.06585 3.39530 0.47
H 3.76378 -1.14513 1.49524 0.12
C 3.94340 1.89771 -2.83772 -1.07
C 3.06724 2.73910 -1.98306 1.22
C 2.81718 4.07218 -2.19311 -1.30
C 1.97087 4.73970 -1.30860 0.96
N 1.39689 4.11513 -0.27206 -0.35
C 1.64659 2.83593 -0.07580 0.31
S 1.01976 2.00841 1.31347 -0.19
N 2.48265 2.16413 -0.91080 0.36
C 1.65168 6.18619 -1.47037 -1.34
H 4.31394 2.47208 -3.68234 0.45
H 3.39472 1.03472 -3.21863 0.04
H 4.79593 1.53669 -2.25995 0.32
H 3.26569 4.58137 -3.03265 0.43
H 2.58680 1.16398 -0.75013 -0.36
H 2.14310 6.61962 -2.33721 0.39
H 1.95681 6.72466 -0.57234 0.36
H 0.57230 6.31044 -1.56775 0.30

80
Properties=species:S:1:pos:R:3:nbo_charge:R:1 method="wB97M-V/def2-TZVPD" total_energy_ha=-2716.08346 total_charge=+1 gap_ev=7.515 e_homo_ev=-10.613
Bi 0.15705 -0.36444 0.70165 1.69
C -2.81507 3.27933 1.76493 -0.64
C -3.18602 1.98101 2.42171 0.18
N -4.33373 1.91545 3.06658 -0.37
C -4.68671 0.77137 3.67806 0.00
C -3.87536 -0.33261 3.73707 -0.04
C -4.37781 -1.58602 4.41381 -0.10
O -3.57503 -2.02848 5.51146 -0.72
C -2.62388 -0.27218 3.08164 -0.12
C -1.71401 -1.38498 3.24398 0.22
N -0.54567 -1.46579 2.71297 -0.63
C 0.32520 -2.54033 3.02525 0.14
C -0.10392 -3.86545 3.04298 -0.25
C 0.79239 -4.88942 3.30206 -0.17
C 2.13112 -4.60460 3.53416 -0.19
C 2.57516 -3.28943 3.52463 -0.23
C 1.67323 -2.26805 3.27324 -0.19
I 2.33507 -0.27047 3.40157 0.23
C -2.31026 0.86874 2.34215 0.33
O -1.22732 1.02332 1.56953 -0.90
H -3.64129 3.97464 1.88076 0.25
H -2.60081 3.13988 0.70476 0.21
H -1.91980 3.70711 2.22506 0.22
H -5.66544 0.76430 4.14829 0.20
H -4.38619 -2.40313 3.69362 0.20
H -5.40729 -1.41932 4.73265 0.19
H -3.63163 -1.37972 6.21940 0.48
H -2.01621 -2.14771 3.96101 0.23
H -1.14659 -4.08350 2.83572 0.23
H 0.44172 -5.91349 3.31632 0.23
H 2.83651 -5.40446 3.72670 0.23
H 3.61433 -3.05930 3.72281 0.24
C 3.92417 -1.55079 -1.26123 -0.98
Sb 3.23274 0.45949 -0.92223 1.01
C 5.22710 1.24238 -0.75197 -0.98
C 2.95370 0.96580 -3.02751 -0.77
C 2.75880 2.44457 -3.20276 0.05
C 3.89143 3.26564 -3.24821 -0.23
C 3.79967 4.64366 -3.35019 -0.20
C 2.54961 5.24285 -3.41408 -0.21
C 1.41965 4.44536 -3.38828 -0.20
C 1.49707 3.05237 -3.28969 -0.11
C 0.20918 2.28581 -3.26771 -0.70
Sb -0.42527 1.72489 -1.26345 1.13
C -0.07871 3.62665 -0.36070 -0.98
C -2.53483 1.75563 -1.61892 -0.98
H 4.41865 -1.59766 -2.23330 0.23
H 3.09212 -2.25445 -1.24303 0.23
H 4.64109 -1.81233 -0.48010 0.23
H 5.79604 0.98886 -1.64699 0.23
H 5.71159 0.79352 0.11726 0.24
H 5.20806 2.32424 -0.62058 0.24
H 2.10822 0.36362 -3.36418 0.23
H 3.85681 0.62736 -3.53463 0.24
H 4.87005 2.79942 -3.21980 0.21
H 4.70020 5.24550 -3.38803 0.22
H 2.45715 6.31916 -3.49300 0.22
H 0.43945 4.90852 -3.46303 0.21
H 0.22151 1.38170 -3.87689 0.24
H -0.61253 2.92148 -3.60033 0.24
H -0.81149 4.34810 -0.72246 0.24
H 0.92116 3.95670 -0.64407 0.25
H -0.14953 3.53378 0.72064 0.25
H -2.86287 2.78563 -1.74299 0.24
H -3.05761 1.29662 -0.78045 0.25
H -2.74791 1.19558 -2.52826 0.24
C 0.02133 -3.20469 -3.73073 -0.40
N -0.86033 -2.86648 -2.60606 -0.42
C -2.07095 -3.50428 -2.43785 0.09
C -2.85665 -3.27919 -1.38134 -0.37
C -2.43241 -2.35468 -0.33859 0.63
O -3.08229 -2.13340 0.66750 -0.61
N -1.20313 -1.71484 -0.56314 -0.80
C -0.44040 -1.95304 -1.67484 0.78
O 0.63694 -1.34422 -1.81332 -0.72
H -0.58685 -3.48006 -4.58851 0.22
H 0.67670 -4.03525 -3.47050 0.21
H 0.63100 -2.34316 -3.97832 0.24
H -2.34013 -4.19480 -3.22672 0.23
H -3.80904 -3.77384 -1.26295 0.25

86
Properties=species:S:1:pos:R:3:mulliken_charge:R:1 method="wB97M-V/def2-TZVPD" total_energy_ha=-8534.07914 total_charge=-2 gap_ev=3.461 e_homo_ev=-0.934
K -0.16920 0.84747 -0.20573 1.31
C -5.84284 0.94592 5.67345 -1.64
C -4.92723 -0.27588 5.52131 1.88
C -5.79353 -1.54334 5.53008 -1.63
C -4.00103 -0.32433 6.73596 -2.24
C -4.14757 -0.19936 4.20878 -0.40
C -2.76018 -0.16462 4.14619 0.23
C -2.11887 -0.11432 2.92265 -0.26
Br -0.21205 -0.03008 2.87818 -0.18
C -2.77855 -0.08937 1.66169 0.53
O -2.12523 -0.07342 0.56505 -0.79
C -4.21668 -0.10828 1.74610 -0.73
C -4.83158 -0.16171 2.98751 -0.24
C -5.02379 -0.06380 0.44393 2.74
C -6.52996 -0.12155 0.69635 -2.47
C -4.66635 -1.26094 -0.45349 -1.19
C -4.71436 1.24224 -0.30297 -1.70
H -6.40587 0.89057 6.61222 0.46
H -6.55991 1.00930 4.85130 0.29
H -5.25746 1.86818 5.67370 0.35
H -6.36004 -1.62501 6.46523 0.46
H -5.16801 -2.43288 5.42256 0.34
H -6.50612 -1.53824 4.70252 0.30
H -4.59902 -0.38283 7.65043 0.43
H -3.37262 0.56674 6.80071 0.40
H -3.34340 -1.19662 6.70648 0.40
H -2.15339 -0.17470 5.04187 0.48
H -5.91600 -0.17720 3.01875 0.24
H -6.82527 -1.04872 1.19722 0.39
H -7.05055 -0.07780 -0.26532 0.47
H -6.87885 0.71790 1.30446 0.39
H -4.88835 -2.20284 0.05903 0.24
H -3.61052 -1.23515 -0.71805 -0.16
H -5.26479 -1.22339 -1.37260 0.56
H -4.98272 2.10643 0.31077 0.34
H -5.29240 1.29054 -1.23376 0.45
H -3.65334 1.31030 -0.53412 0.20
O 2.48472 6.05087 2.09174 -0.72
C 2.05704 5.08217 1.48747 0.43
C 2.63500 3.69975 1.48544 0.05
O 3.64551 3.32423 2.08178 -0.79
C 1.79958 2.88459 0.60994 0.28
C 0.70672 3.67833 0.08449 0.79
O -0.20402 3.24975 -0.67693 -0.98
C 0.87518 5.06791 0.55238 0.23
O 0.19003 6.03479 0.24501 -0.75
O 2.00967 1.66060 0.32801 -0.57
Cl 2.97776 -0.81161 -1.30407 -0.10
C 4.07215 -0.05297 -0.11843 -0.12
Cl 5.71145 -0.80225 -0.19133 -0.24
H 3.65705 -0.20285 0.86722 0.13
H 4.12785 1.00492 -0.32554 0.29
C 1.16216 -3.21075 0.97137 -0.66
N 1.01115 -4.67810 1.06194 0.00
C -0.28684 -4.95348 1.69219 -0.68
N -1.41299 -4.37300 0.95806 0.13
C -1.19668 -2.91153 0.87587 -0.31
N 0.07572 -2.59382 0.21553 0.79
C 0.05274 -3.17164 -1.12313 -0.72
N -0.12721 -4.63838 -1.10609 0.05
C 0.96417 -5.20642 -0.30415 -0.74
C -1.38907 -4.91119 -0.40176 -0.67
H 2.11293 -2.97900 0.48776 0.21
H 1.16652 -2.79129 1.97852 0.22
H -0.28006 -4.54272 2.70325 0.33
H -0.42412 -6.03673 1.75473 0.36
H -1.19312 -2.48698 1.87779 0.14
H -2.00610 -2.44419 0.32060 -0.35
H 0.99370 -2.94040 -1.62770 0.28
H -0.77071 -2.72380 -1.68199 0.16
H 1.91296 -4.98509 -0.79791 0.35
H 0.83973 -6.29180 -0.25850 0.33
H -1.54054 -5.99355 -0.36006 0.38
H -2.20818 -4.46392 -0.96913 0.29
Se -2.64126 -1.93390 -4.98215 0.22
N -1.55411 -1.08509 -6.09750 -0.88
C -0.74000 -0.39859 -5.33134 0.76
C 0.32009 0.46570 -5.80965 -0.51
C 1.04838 1.11027 -4.89463 -0.83
C 0.77969 0.92721 -3.46767 -0.13
N -0.13632 0.16879 -2.98711 0.16
C -0.93355 -0.50888 -3.90053 0.29
N -1.92150 -1.28069 -3.51281 -0.32
H 0.48827 0.57225 -6.87307 0.42
H 1.85012 1.77849 -5.18078 0.40
H 1.38078 1.47060 -2.73945 0.33

81
Properties=species:S:1:pos:R:3:mulliken_charge:R:1 method="wB97M-V/def2-TZVPD" total_energy_ha=-5937.58132 total_charge=+2 gap_ev=7.223 e_homo_ev=-13.962
V -0.04832 -0.17873 0.30065 0.58
N 4.23325 0.14763 -0.08343 0.21
C 3.22225 -0.70960 -0.17308 -0.53
N 2.08349 -0.03358 -0.11379 0.53
C 2.49438 1.26290 0.01380 0.29
N 3.79153 1.41343 0.03298 -0.72
C 1.49482 2.32538 0.03807 0.14
C 1.81123 3.67610 0.11893 -0.62
N 0.87739 4.61063 0.03316 -0.50
C -0.37042 4.20248 -0.14328 -0.66
C -0.70480 2.85478 -0.20421 -0.49
N 0.22470 1.90421 -0.10289 0.26
H 5.22531 -0.04348 -0.09132 0.26
H 3.34561 -1.77618 -0.26315 0.51
H 2.83904 3.99003 0.24932 0.50
H -1.13735 4.96065 -0.23428 0.43
H -1.72742 2.53941 -0.33279 0.51
C -3.43251 0.72428 -1.14344 -1.90
P -2.56580 -0.18965 0.18022 1.56
C -3.04903 -1.92152 -0.17994 -0.78
N -4.33102 -2.20161 -0.19628 -0.01
C -4.68853 -3.49766 -0.34174 0.31
C -6.06045 -3.85053 -0.36281 -0.60
C -6.41017 -5.16301 -0.47327 -0.60
C -5.42084 -6.17811 -0.56934 -0.59
C -4.09464 -5.86824 -0.56154 -0.47
C -3.69990 -4.51201 -0.45375 0.27
N -2.38864 -4.18990 -0.49293 -0.28
C -2.07224 -2.92217 -0.37410 -0.12
P -0.32337 -2.46000 -0.59586 1.63
C 0.58063 -3.87124 0.08468 -1.55
C -0.07697 -2.45925 -2.43692 1.65
C 1.40346 -2.21469 -2.73980 -1.68
C -0.51746 -3.76785 -3.09214 -1.70
C -0.89928 -1.28968 -2.98276 -1.42
C -3.44211 0.25859 1.75998 1.75
C -3.20127 -0.85836 2.78252 -1.53
C -2.83016 1.56880 2.26868 -1.63
C -4.94548 0.45184 1.54282 -1.66
H -4.40511 0.25274 -1.29211 0.47
H -2.87600 0.69532 -2.07893 0.44
H -3.60524 1.76143 -0.85905 0.60
H -6.79628 -3.06293 -0.28351 0.49
H -7.45375 -5.44501 -0.48649 0.43
H -5.73512 -7.20924 -0.65348 0.43
H -3.32613 -6.62382 -0.64197 0.49
H 0.16309 -4.78397 -0.34296 0.57
H 0.45224 -3.89982 1.16672 0.42
H 1.64457 -3.80985 -0.13964 0.33
H 2.05085 -2.96268 -2.27918 0.30
H 1.72712 -1.21981 -2.42966 0.17
H 1.55459 -2.28532 -3.81805 0.55
H 0.15132 -4.58894 -2.83361 0.39
H -0.48160 -3.64652 -4.17621 0.50
H -1.53116 -4.05551 -2.82023 0.34
H -0.64040 -0.33422 -2.49562 0.03
H -1.97354 -1.44998 -2.87285 0.27
H -0.68865 -1.15291 -4.04502 0.65
H -2.15322 -0.92312 3.07216 0.05
H -3.53515 -1.83095 2.42138 0.33
H -3.77420 -0.63427 3.68323 0.58
H -1.75732 1.48478 2.44944 0.18
H -3.29818 1.82339 3.22097 0.54
H -3.02590 2.40188 1.59030 0.31
H -5.42191 -0.43188 1.12356 0.27
H -5.15867 1.30494 0.89990 0.36
H -5.39778 0.66027 2.51371 0.53
Br 4.10209 -4.03943 2.38847 -0.15
C 2.97041 -3.08658 3.56264 -0.40
C 3.02204 -3.31525 4.93154 -0.37
C 2.19128 -2.59318 5.77802 -0.71
C 1.32052 -1.64133 5.26914 -0.73
C 1.27152 -1.43741 3.89216 0.34
C 2.09412 -2.15997 3.03509 0.25
C 0.37743 -0.39648 3.35706 0.17
O -0.14901 0.51754 3.89700 -0.49
O 0.22353 -0.53228 1.95446 0.09
H 3.70845 -4.04733 5.33359 0.44
H 2.23361 -2.77180 6.84302 0.43
H 0.68612 -1.06134 5.92390 0.50
H 2.05216 -1.99707 1.97035 0.23